Arrangement one

17
Properties=species:S:1:pos:R:3 method="wB97M-V/def2-TZVPD" smiles=C[C@H](CS)NC[O-] orbital_gap_ev=5.817 homo_ev=-2.6 total_charge=-1
C -0.5961 -1.0167 1.6812
C 0.2876 -0.1558 0.7918
C -0.4349 0.5164 -0.3800
S -1.5480 1.9497 0.2193
N 1.5321 -0.8448 0.4155
C 1.7245 -1.5433 -0.9206
O 1.0365 -1.0896 -1.9617
H -1.5668 -0.5015 1.7063
H -0.8282 -1.9837 1.2303
H -0.1369 -1.1452 2.6412
H 0.6172 0.7155 1.3558
H 0.2881 0.9651 -1.0433
H -1.0513 -0.1379 -0.9776
H -2.5716 1.0916 0.2867
H 2.2555 -0.1449 0.4622
H 2.8271 -1.4479 -1.0388
H 1.4309 -2.6047 -0.7599

=====

Arrangement two

17
Properties=species:S:1:pos:R:3 method="wB97M-V/def2-TZVPD" smiles=C[C@@H](CS)NC[O-] orbital_gap_ev=5.826 homo_ev=-2.6 total_charge=-1
C 0.9834 0.4733 -0.9152
C -0.1559 -0.2206 -0.2106
C 0.0131 -1.7218 0.0708
S 1.0161 -2.5990 -1.3370
N -0.2785 0.3179 1.1672
C -1.0258 1.7235 1.1350
O -1.0191 2.4417 0.0340
H 1.2679 0.1093 -1.9117
H 1.8676 0.6308 -0.2874
H 0.6781 1.5086 -1.1427
H -1.0731 -0.1184 -0.7719
H -0.8728 -2.3688 0.1016
H 0.5820 -1.9629 0.9533
H 0.1545 -2.1141 -2.2265
H 0.4816 0.3240 1.8252
H -0.5530 2.1444 2.0987
H -2.0661 1.4322 1.4171

=====

Arrangement three

17
Properties=species:S:1:pos:R:3 method="wB97M-V/def2-TZVPD" orbital_gap_ev=6.610 homo_ev=-2.8 total_charge=-1
C -0.6456 -0.5809 -3.4668
N -1.0197 0.5563 -2.8684
O -0.2436 -1.5977 -2.9295
H -0.7292 -0.5449 -4.5724
H -1.0430 0.6946 -1.7878
H -1.3663 1.2682 -3.4838
C 0.6678 0.5091 2.9328
C 0.5115 -0.6055 1.8987
C 0.3571 -0.0938 0.4641
S -1.1057 0.9696 0.2268
H 1.5602 1.1083 2.7260
H 0.7468 0.1149 3.9492
H -0.1962 1.1663 2.8470
H 1.3559 -1.3046 1.9515
H -0.3936 -1.1721 2.1420
H 0.2862 -0.9499 -0.2070
H 1.2574 0.4623 0.1775

=====

List of relative energies, unit eV: arrangement one 2.228; arrangement two 2.680; arrangement three 0.000

=====

Arrangement one

13
Properties=species:S:1:pos:R:3 method="wB97M-V/def2-TZVPD" orbital_gap_ev=9.307 homo_ev=-14.9 total_charge=+1
C 0.6673 -0.6236 0.9265
C -0.0832 1.1442 -0.3820
N 0.9792 0.7715 0.6287
N 0.0970 -1.1802 -0.2482
N -0.7545 -0.1729 -0.4830
H 1.4858 -1.1693 1.3679
H -0.2402 -0.3480 1.6816
H -0.8047 1.9187 -0.1570
H 0.4456 1.2361 -1.3467
H 1.8971 0.7936 0.0397
H -0.2372 -2.1375 -0.0447
H -1.5612 -0.1903 0.9051
H -1.4247 -0.1674 -1.3149

=====

Arrangement two

13
Properties=species:S:1:pos:R:3 method="wB97M-V/def2-TZVPD" smiles=C[N@H+]1N[C@@H]1N orbital_gap_ev=11.972 homo_ev=-15.0 total_charge=+1
C 0.9076 0.4311 0.1210
C -1.6085 -0.2956 -0.8329
N 0.5956 -0.9181 0.1686
N 1.7280 0.9794 1.0126
N -0.6149 -0.3357 0.3175
H 0.6794 0.9640 -0.9181
H -1.8021 0.7751 -0.8556
H -1.2099 -0.6191 -1.7738
H -2.4467 -1.0375 -0.6677
H 0.6811 -1.7565 -0.5375
H 2.0994 1.9066 1.0032
H 2.0968 0.4621 1.8041
H -1.1059 -0.5559 1.1584

=====

List of relative energies, unit eV: arrangement one 2.121; arrangement two 0.000

=====

Arrangement one

13
Properties=species:S:1:pos:R:3 method="wB97M-V/def2-TZVPD" smiles="[H]/N=[N+](/C)NC" orbital_gap_ev="9.322 / 9.209" homo_ev="-15.2 / -15.0" total_charge=+1
C 1.3624 -0.5939 -0.2396
C -0.9711 1.3348 -0.0154
N -2.2940 -0.6547 0.0447
N 0.0567 -0.8891 0.3287
N -0.9378 -0.1595 0.1455
H 1.6371 -1.4278 -0.9593
H 1.5338 0.3545 -0.7634
H 2.0734 -0.6288 0.5189
H -1.9115 1.6089 -0.5546
H -0.0582 1.5079 -0.6046
H -1.0159 1.7572 0.9823
H -2.1704 -1.7074 0.2656
H -0.0164 -1.8480 0.5343

=====

Arrangement two

13
Properties=species:S:1:pos:R:3 method="wB97M-V/def2-TZVPD" smiles="CNC(N)=[NH2+]" orbital_gap_ev=11.550 homo_ev=-15.1 total_charge=+1
C 1.6324 0.1543 0.6218
N 0.4387 -0.4868 0.6318
C -0.5484 -0.0808 -0.1694
N -1.7219 -0.8025 -0.2442
N -0.6310 0.9322 -0.9826
H 1.7065 0.9239 -0.1985
H 1.9138 0.5098 1.6406
H 2.4763 -0.6017 0.3265
H 0.2632 -1.3788 1.0533
H -1.8005 -1.3085 0.5820
H -2.5622 -0.4990 -0.6726
H -0.3514 1.8961 -0.6566
H -0.8152 0.7417 -1.9321

=====

Arrangement three

13
Properties=species:S:1:pos:R:3 method="wB97M-V/def2-TZVPD" orbital_gap_ev=10.976 homo_ev=-14.9 total_charge=+1
C 0.3728 0.6642 0.3878
C -1.6689 -0.2973 1.2289
N -0.4029 0.3010 1.2397
N 1.6241 1.0955 0.1980
N -0.1260 0.3162 -1.4598
H -2.5687 0.3783 1.3900
H -1.6063 -1.0160 1.9970
H -1.8891 -0.7807 0.1866
H 1.7288 1.8678 -0.5337
H 2.3152 1.1234 0.9554
H 0.4473 -0.5230 -1.8101
H -1.0885 0.0753 -1.3853
H -0.0100 1.1369 -2.0525

=====

Arrangement four

13
Properties=species:S:1:pos:R:3 method="wB97M-V/def2-TZVPD" smiles="CNC(N)=[NH2+]" orbital_gap_ev=11.540 homo_ev=-14.9 total_charge=+1
C -0.3599 0.7303 -0.0549
C 0.9761 -1.4251 0.1308
N -0.3493 2.0550 -0.1035
N 0.8296 -0.0034 0.1696
N -1.5734 0.1115 -0.1723
H -0.1244 -1.8506 0.0314
H 1.7049 -1.7912 -0.6936
H 1.4057 -1.8284 1.0924
H 0.5125 2.6680 0.0458
H -1.1730 2.4999 0.1517
H 1.5737 0.6229 0.0459
H -2.3683 0.8208 -0.3964
H -1.4491 -0.8491 -0.6105

=====

List of relative energies, unit eV: arrangement one 4.222; arrangement two 0.347; arrangement three 1.430; arrangement four 0.000

=====

Arrangement one

19
Properties=species:S:1:pos:R:3 method="wB97M-V/def2-TZVPD" smiles=C[n+]1cccn1[C@H](N)O orbital_gap_ev=10.976 homo_ev=-14.4 total_charge=+1
C -0.8974 -2.1385 -0.0837
C -0.1643 -1.3041 -0.9108
C -1.2016 -1.4914 1.1166
C -0.7404 0.8882 1.9196
C 0.7815 1.1886 -0.8159
N 0.0286 -0.1326 -0.2848
N -0.6212 -0.2043 0.9393
N 1.1819 0.9619 -2.1102
O 1.8258 1.4051 0.0600
H -1.2271 -3.1179 -0.3189
H 0.2859 -1.5100 -1.8715
H -0.4283 1.8354 1.3860
H -1.7728 0.9287 2.2202
H -0.0184 0.6019 2.6120
H -0.0055 1.8159 -0.5473
H -1.7737 -1.6956 2.0196
H 0.5315 1.0506 -2.7893
H 1.7594 0.1554 -2.1833
H 2.4564 0.7624 -0.3577

=====

Arrangement two

19
Properties=species:S:1:pos:R:3 method="wB97M-V/def2-TZVPD" orbital_gap_ev=8.796 homo_ev=-12.7 total_charge=+1
C 1.5069 1.2922 -0.2436
C 4.0733 -1.0011 -0.3209
C -2.7284 0.5089 0.0469
C 3.1224 -0.3541 0.4527
C -0.3892 -0.1454 0.3995
N 2.5826 0.7597 -0.0750
N -1.6144 -0.4527 0.4147
N -3.8940 -0.1230 -0.4853
O 0.0974 0.9899 -0.0410
H 1.4473 2.0722 -0.9215
H 4.2867 -0.5644 -1.2261
H 4.5106 -1.9298 0.0185
H -2.8611 0.9521 1.0570
H -2.3375 1.2017 -0.7477
H 2.6614 -0.7399 1.4122
H 0.3321 -0.8951 0.8251
H -1.8571 -1.2971 0.9207
H -4.1479 -0.4936 -1.4832
H -4.7909 0.2196 -0.0031

=====

List of relative energies, unit eV: arrangement one 0.000; arrangement two 1.730

=====

Arrangement one

12
Properties=species:S:1:pos:R:3 method="wB97M-V/def2-TZVPD" smiles=NCN.S orbital_gap_ev=9.657 homo_ev=-9.0 total_charge=0
S -2.1166 -1.6612 1.5147
H -2.2512 -2.5714 0.4379
H -1.0796 -2.2544 2.1685
N -0.2690 1.5971 -0.5397
C 0.4405 0.3939 -0.9573
N 1.6552 0.0836 -0.2004
H 0.3029 2.3863 -0.8162
H -0.3728 1.5744 0.4674
H 0.7599 0.5195 -1.9938
H -0.3695 -0.3412 -0.9731
H 1.2976 -0.5635 0.5139
H 2.0026 0.8369 0.3779

=====

Arrangement two

12
Properties=species:S:1:pos:R:3 method="wB97M-V/def2-TZVPD" smiles=NCN.S orbital_gap_ev=9.458 homo_ev=-8.7 total_charge=0
S 0.9468 5.2925 -0.1476
H 2.2284 5.7155 -0.1518
H 1.3125 4.3114 0.6979
N -1.7677 -1.9647 -0.3257
C -0.6065 -1.4533 0.3819
N 0.6479 -1.9590 -0.0770
H -1.5511 -2.8344 -0.7511
H -2.1501 -1.3079 -0.9965
H -0.6598 -0.3526 0.2846
H -0.6953 -1.5993 1.4619
H 0.9755 -1.5619 -0.9487
H 1.3194 -2.2862 0.5721

=====

Arrangement three

12
Properties=species:S:1:pos:R:3 method="wB97M-V/def2-TZVPD" smiles=NCN.S orbital_gap_ev=10.071 homo_ev=-9.4 total_charge=0
S 2.0659 -0.6280 0.2126
H 2.9604 -1.2963 -0.5074
H 1.0991 -1.7334 0.0183
N -1.9696 0.9404 -1.1005
C -1.3409 0.9639 0.2823
N -0.9865 -0.4213 0.6477
H -2.3228 1.8730 -1.3996
H -1.3003 0.6605 -1.7722
H -0.4062 1.6370 0.2232
H -2.0896 1.4012 0.9773
H -1.8581 -1.0369 0.6030
H -0.3991 -0.8745 -0.0685

=====

List of relative energies, unit eV: arrangement one 0.170; arrangement two 0.000; arrangement three 0.423

=====

Arrangement one

19
Properties=species:S:1:pos:R:3 method="wB97M-V/def2-TZVPD" orbital_gap_ev=8.604 homo_ev=-5.4 total_charge=-1
I 17.8110 13.9860 -16.9770
O 14.7800 14.7650 -18.2220
H 14.3390 13.9190 -18.0160
H 15.6790 14.5620 -18.2060
O 14.7710 13.2700 -15.0650
H 15.4410 13.3780 -15.7390
H 13.9320 13.2940 -15.5630
O 19.7230 17.1320 -17.5160
H 18.9470 16.5910 -17.7370
H 19.3240 17.4820 -16.7100
O 16.7480 11.0290 -18.5900
H 17.3610 10.3030 -18.3770
H 17.0860 11.7610 -18.1140
O 19.3530 13.3610 -14.0390
H 19.3300 14.2380 -13.5610
H 18.9780 13.6560 -14.8430
O 20.0160 11.5680 -18.5050
H 19.8090 12.2000 -17.8330
H 19.6730 12.0210 -19.2980

=====

Arrangement two

19
Properties=species:S:1:pos:R:3 method="wB97M-V/def2-TZVPD" orbital_gap_ev=8.377 homo_ev=-5.3 total_charge=-1
I -0.8264 0.6029 0.0552
O -1.0052 -2.9683 0.7240
H -0.8329 -2.0449 0.9181
H -0.3678 -3.0577 0.0440
O -1.9271 -0.1708 3.5890
H -2.8119 -0.1312 3.7422
H -1.5530 -0.2712 2.7924
O 1.7123 0.3464 2.6600
H 1.3856 0.6717 1.7891
H 2.0070 1.1173 3.0328
O -1.1240 0.1452 -3.5899
H -1.9571 0.6851 -3.8825
H -0.8642 0.4895 -2.6438
O 2.2932 -1.4108 -0.8150
H 1.4240 -1.0260 -0.7697
H 2.7075 -1.4182 -1.7342
O 0.8610 2.8823 -2.2144
H 0.6969 2.0449 -1.5750
H 0.1822 3.5138 -2.1223

=====

List of relative energies, unit eV: arrangement one 0.000; arrangement two 1.068